Here is a 19-piece molecular cluster, C90H210N8O26 overall in a non-equilibrium geometry from OMol25. Energies are from ωB97M-V with the def2-TZVPD basis set.

F_max: 5.44 eV Å⁻¹
highest occupied orbital energy: -0.2864 hartree
lowest unoccupied orbital energy: 0.15 eV
DFT total energy: -5948.75043 a.u.
frontier orbital gap: 7.9 eV
2S+1: 1

Cartesian coordinates (Å):
1 C -2.453 -1.292 6.560
2 O -1.450 -0.426 7.003
3 H -3.424 -0.991 6.953
4 H -2.445 -1.296 5.470
5 H -2.179 -2.311 6.832
6 H -1.657 0.382 6.527
7 C -0.494 -2.824 3.091
8 O -1.725 -2.828 2.608
9 H -0.398 -2.126 3.923
10 H -0.109 -3.803 3.378
11 H 0.149 -2.455 2.293
12 H -2.272 -3.417 3.134
13 C 1.203 5.139 -0.170
14 O 1.076 6.522 0.162
15 H 2.280 4.970 -0.155
16 H 0.668 4.489 0.522
17 H 0.776 4.991 -1.162
18 H 1.460 6.544 1.042
19 C -2.203 -4.712 0.084
20 O -3.480 -5.030 -0.341
21 H -2.061 -5.099 1.093
22 H -1.528 -5.171 -0.638
23 H -2.184 -3.627 -0.021
24 H -3.617 -4.622 -1.200
25 C -0.534 -0.675 -0.120
26 C -0.440 0.432 0.929
27 O 0.222 1.648 0.502
28 O 0.686 -1.030 -0.802
29 H -1.224 -0.332 -0.891
30 H -0.952 -1.575 0.332
31 H 0.098 0.074 1.806
32 H -1.457 0.656 1.252
33 H 1.158 1.444 0.441
34 H 1.160 -1.730 -0.347
35 C 6.097 -3.121 0.492
36 C 5.524 -2.548 -0.807
37 O 4.932 -1.297 -0.525
38 O 5.082 -3.519 1.337
39 H 6.762 -2.387 0.946
40 H 6.812 -3.922 0.300
41 H 4.678 -3.200 -1.022
42 H 6.064 -2.481 -1.752
43 H 4.911 -1.186 0.429
44 H 4.831 -4.412 1.090
45 C -4.842 0.669 -1.625
46 C -6.005 -0.299 -1.703
47 O -5.974 -1.203 -2.722
48 O -4.724 1.249 -2.944
49 H -3.907 0.161 -1.388
50 H -4.946 1.433 -0.855
51 H -6.949 0.247 -1.709
52 H -5.971 -0.839 -0.756
53 H -6.816 -1.077 -3.164
54 H -4.934 0.505 -3.513
55 C 4.874 1.424 1.843
56 C 3.343 1.372 1.906
57 O 2.841 1.126 0.590
58 O 5.489 0.139 1.656
59 H 5.258 1.830 2.778
60 H 5.149 2.102 1.034
61 H 2.969 2.358 2.183
62 H 2.972 0.594 2.572
63 H 3.112 0.250 0.305
64 H 6.430 0.306 1.747
65 C 5.655 -0.313 -5.568
66 C 5.595 -0.953 -4.159
67 O 4.685 -0.258 -3.310
68 O 6.766 -0.756 -6.353
69 H 5.686 0.759 -5.369
70 H 4.652 -0.415 -5.982
71 H 6.543 -1.002 -3.624
72 H 5.402 -1.999 -4.399
73 H 4.672 -0.618 -2.420
74 H 6.661 -0.788 -7.306
75 C 2.787 2.776 -2.072
76 C 3.271 3.361 -3.362
77 O 3.586 4.751 -3.205
78 O 3.751 2.965 -1.037
79 H 2.617 1.704 -2.176
80 H 1.856 3.174 -1.669
81 H 2.583 3.251 -4.199
82 H 4.193 2.874 -3.679
83 H 4.106 4.864 -2.407
84 H 3.518 2.486 -0.239
85 C 2.154 -5.608 0.125
86 C 1.674 -4.217 -0.588
87 O 2.066 -3.089 0.181
88 O 3.558 -5.630 0.193
89 H 1.814 -6.436 -0.498
90 H 1.737 -5.744 1.123
91 H 0.587 -4.154 -0.651
92 H 2.172 -4.206 -1.557
93 H 2.969 -3.198 0.489
94 H 3.855 -6.543 0.219
95 C -1.727 2.708 -6.165
96 C -0.467 2.780 -5.244
97 C -0.339 1.465 -4.337
98 C 0.337 0.286 -5.051
99 C 1.621 0.701 -5.868
100 C 1.461 2.003 -6.732
101 N 0.758 3.068 -5.974
102 O 0.802 4.349 -6.578
103 C 2.871 2.490 -7.096
104 C 0.706 1.611 -8.027
105 C -0.694 3.842 -4.140
106 H -1.875 1.722 -6.605
107 H -1.614 3.372 -7.022
108 H -2.618 2.973 -5.596
109 H 0.235 1.700 -3.441
110 H -1.305 1.089 -3.999
111 H -0.315 -0.162 -5.801
112 H 0.606 -0.521 -4.370
113 H 2.142 -0.075 -6.429
114 H 2.355 0.789 -5.067
115 H 2.871 3.507 -7.490
116 H 3.582 2.575 -6.274
117 H 3.332 1.954 -7.925
118 H -0.170 0.996 -7.818
119 H 0.455 2.577 -8.464
120 H 1.273 0.971 -8.703
121 H -1.559 3.558 -3.540
122 H -0.895 4.842 -4.527
123 H 0.128 3.855 -3.425
124 H 1.324 4.816 -5.922
125 C 0.023 -4.259 6.185
126 C 1.552 -3.834 6.395
127 C 2.332 -4.341 5.211
128 C 3.714 -3.713 5.080
129 C 3.547 -2.215 5.040
130 C 2.828 -1.629 6.301
131 N 1.517 -2.354 6.562
132 O 0.881 -1.903 7.657
133 C 3.885 -1.551 7.462
134 C 2.454 -0.204 6.032
135 C 2.090 -4.527 7.679
136 H -0.550 -3.489 5.668
137 H -0.535 -4.382 7.114
138 H -0.108 -5.220 5.688
139 H 2.397 -5.422 5.330
140 H 1.855 -4.238 4.236
141 H 4.112 -4.158 4.168
142 H 4.404 -3.992 5.877
143 H 3.071 -1.874 4.121
144 H 4.560 -1.821 4.958
145 H 4.366 -2.448 7.852
146 H 4.798 -1.019 7.195
147 H 3.361 -1.057 8.280
148 H 1.819 -0.226 5.146
149 H 1.933 0.325 6.830
150 H 3.311 0.402 5.740
151 H 2.072 -5.611 7.571
152 H 1.503 -4.300 8.569
153 H 3.145 -4.301 7.830
154 H 0.188 -1.399 7.224
155 C -3.211 4.138 4.556
156 C -2.321 2.863 4.673
157 C -1.002 3.041 3.890
158 C 0.116 3.991 4.491
159 C 0.305 3.640 5.964
160 C -0.915 3.396 6.880
161 N -1.943 2.629 6.099
162 O -3.070 2.235 6.902
163 C -0.434 2.636 8.152
164 C -1.417 4.849 7.220
165 C -3.031 1.607 4.115
166 H -3.678 4.163 3.572
167 H -2.664 5.078 4.613
168 H -4.046 4.063 5.253
169 H -0.507 2.077 3.772
170 H -1.183 3.476 2.907
171 H -0.118 5.004 4.163
172 H 1.046 3.686 4.011
173 H 0.885 4.499 6.302
174 H 0.923 2.754 6.115
175 H 0.100 1.690 8.056
176 H 0.067 3.229 8.917
177 H -1.318 2.388 8.738
178 H -1.634 5.436 6.327
179 H -2.368 4.772 7.747
180 H -0.634 5.294 7.833
181 H -3.128 1.946 3.083
182 H -4.036 1.505 4.523
183 H -2.476 0.670 4.168
184 H -3.424 3.096 7.138
185 C -2.590 3.710 -0.449
186 C -3.264 5.047 -1.002
187 C -2.112 6.005 -1.423
188 C -2.500 7.273 -2.201
189 C -3.374 6.789 -3.423
190 C -4.549 5.759 -3.060
191 N -4.111 4.648 -2.117
192 O -5.172 3.782 -1.785
193 C -5.720 6.569 -2.575
194 C -4.923 5.099 -4.397
195 C -4.068 5.693 0.202
196 H -3.370 3.228 0.140
197 H -1.772 4.008 0.208
198 H -2.147 2.933 -1.072
199 H -1.600 6.349 -0.524
200 H -1.506 5.275 -1.960
201 H -1.685 7.961 -2.427
202 H -3.100 7.949 -1.592
203 H -2.654 6.249 -4.037
204 H -3.839 7.690 -3.825
205 H -6.125 7.075 -3.451
206 H -6.569 5.971 -2.244
207 H -5.490 7.327 -1.827
208 H -4.009 4.691 -4.826
209 H -5.682 4.328 -4.263
210 H -5.281 5.809 -5.143
211 H -3.390 5.924 1.023
212 H -4.770 4.950 0.579
213 H -4.625 6.597 -0.042
214 H -4.915 3.004 -2.286
215 C 4.103 -5.161 -3.758
216 C 3.349 -4.857 -5.054
217 C 4.410 -4.624 -6.159
218 C 3.840 -4.605 -7.555
219 C 3.083 -5.863 -7.895
220 C 1.955 -6.205 -6.886
221 N 2.442 -6.007 -5.480
222 O 1.449 -6.326 -4.559
223 C 0.625 -5.426 -7.261
224 C 1.641 -7.725 -7.099
225 C 2.553 -3.565 -4.875
226 H 4.870 -5.931 -3.832
227 H 3.461 -5.332 -2.894
228 H 4.748 -4.308 -3.545
229 H 5.006 -3.737 -5.945
230 H 5.172 -5.403 -6.157
231 H 4.598 -4.360 -8.300
232 H 3.211 -3.720 -7.649
233 H 3.812 -6.672 -7.928
234 H 2.686 -5.819 -8.909
235 H -0.271 -5.854 -6.810
236 H 0.611 -4.409 -6.870
237 H 0.339 -5.356 -8.310
238 H 0.851 -8.082 -6.439
239 H 1.473 -8.016 -8.136
240 H 2.449 -8.352 -6.721
241 H 1.706 -3.658 -4.196
242 H 2.148 -3.151 -5.799
243 H 3.074 -2.803 -4.296
244 H 0.818 -5.602 -4.582
245 C 3.855 4.665 4.180
246 C 4.046 6.149 4.156
247 C 5.177 6.525 5.162
248 C 6.627 6.226 4.805
249 C 6.927 6.943 3.507
250 C 5.958 6.518 2.399
251 N 4.520 6.686 2.816
252 O 3.623 6.615 1.806
253 C 6.235 7.470 1.260
254 C 6.254 5.046 1.919
255 C 2.789 6.963 4.569
256 H 3.134 4.505 3.378
257 H 3.325 4.448 5.107
258 H 4.778 4.095 4.077
259 H 5.065 7.578 5.419
260 H 4.908 5.990 6.072
261 H 6.790 5.157 4.668
262 H 7.271 6.678 5.559
263 H 7.938 6.724 3.165
264 H 6.935 8.023 3.649
265 H 7.298 7.345 1.053
266 H 5.617 7.307 0.377
267 H 6.037 8.499 1.558
268 H 6.208 4.371 2.773
269 H 5.583 4.844 1.084
270 H 7.279 4.912 1.573
271 H 3.013 8.025 4.675
272 H 2.471 6.609 5.550
273 H 2.060 6.947 3.759
274 H 3.371 7.534 1.691
275 C -5.757 -3.354 1.543
276 C -5.798 -3.129 3.103
277 C -7.315 -2.964 3.341
278 C -7.742 -3.006 4.758
279 C -7.235 -4.365 5.379
280 C -5.711 -4.716 5.098
281 N -5.268 -4.384 3.755
282 O -3.877 -4.524 3.534
283 C -4.842 -4.026 6.196
284 C -5.701 -6.289 5.246
285 C -5.034 -1.811 3.556
286 H -6.529 -2.869 0.946
287 H -5.710 -4.375 1.164
288 H -4.831 -2.973 1.112
289 H -7.734 -2.091 2.841
290 H -7.827 -3.700 2.721
291 H -8.823 -2.914 4.859
292 H -7.436 -2.138 5.342
293 H -7.871 -5.179 5.033
294 H -7.571 -4.215 6.406
295 H -4.966 -2.943 6.163
296 H -5.113 -4.337 7.205
297 H -3.780 -4.227 6.054
298 H -6.540 -6.667 4.661
299 H -4.765 -6.670 4.839
300 H -5.822 -6.527 6.302
301 H -5.280 -1.025 2.843
302 H -3.978 -2.084 3.530
303 H -5.280 -1.524 4.578
304 H -3.896 -5.338 3.026
305 C -5.738 -3.320 -5.643
306 C -4.591 -4.318 -5.153
307 C -3.648 -4.691 -6.345
308 C -2.583 -3.717 -6.721
309 C -1.756 -3.354 -5.443
310 C -2.635 -2.786 -4.296
311 N -3.697 -3.793 -4.081
312 O -4.414 -3.622 -2.892
313 C -1.750 -2.572 -3.024
314 C -3.085 -1.319 -4.642
315 C -5.278 -5.654 -4.805
316 H -6.165 -2.790 -4.791
317 H -6.554 -3.933 -6.027
318 H -5.622 -2.582 -6.437
319 H -3.156 -5.643 -6.143
320 H -4.326 -4.859 -7.181
321 H -3.090 -2.824 -7.087
322 H -2.024 -4.167 -7.542
323 H -1.017 -2.622 -5.766
324 H -1.110 -4.110 -4.996
325 H -1.283 -3.524 -2.772
326 H -1.003 -1.782 -3.104
327 H -2.394 -2.314 -2.183
328 H -3.897 -1.216 -5.362
329 H -3.571 -0.859 -3.781
330 H -2.247 -0.667 -4.889
331 H -6.065 -5.597 -4.054
332 H -4.583 -6.339 -4.317
333 H -5.765 -6.186 -5.622
334 H -4.894 -2.794 -2.968